{"formula": "C48H60N3OOsP2Si3", "method": "ωB97M-V with the def2-TZVPD basis set", "total_charge": 1, "lumo_energy_ev": [-2.9, -3.1], "e_above_lowest_kj_mol": 96.1, "orbital_gap_ev": [6.891, 6.442], "elements": ["H", "C", "H", "C", "H", "H", "H", "C", "H", "Os", "H", "C", "C", "C", "C", "C", "H", "H", "C", "C", "H", "N", "H", "H", "H", "C", "Si", "C", "H", "H", "C", "N", "C", "H", "C", "C", "H", "C", "C", "H", "C", "H", "C", "H", "H", "H", "C", "C", "H", "H", "P", "H", "H", "H", "H", "H", "C", "C", "H", "H", "H", "H", "C", "H", "C", "C", "C", "C", "C", "C", "H", "C", "H", "H", "H", "H", "Si", "H", "P", "O", "C", "C", "H", "C", "H", "H", "C", "C", "H", "H", "H", "H", "H", "H", "C", "H", "C", "C", "C", "C", "H", "H", "H", "H", "H", "C", "H", "C", "C", "Si", "H", "N", "C", "H", "H", "H", "C", "C"], "positions_angstrom": [[-1.4004, 0.4408, -2.5862], [-3.3264, -3.7231, 0.2487], [4.7851, -0.5960, 2.6804], [0.3791, 3.3356, 3.9019], [0.6333, -3.0117, 2.3496], [1.3764, -2.2170, -3.0635], [-1.7330, 4.8373, 1.0347], [-0.7220, 3.0844, 1.7717], [2.4720, 0.8653, 3.9821], [-0.4962, -0.7026, 0.3424], [-1.8615, -3.4178, 3.8125], [4.3577, -0.9405, -2.3936], [-3.1636, -4.5389, 2.5220], [1.2091, -4.6472, -0.5953], [-2.4422, -2.6695, 0.5303], [1.3670, -7.1241, 0.6546], [4.9687, 3.3425, 2.9725], [-3.6266, 1.2152, -0.7593], [1.6126, -2.8693, 2.8115], [3.6472, 4.6788, 1.9299], [2.6427, -0.6334, 4.9089], [1.4567, -0.3763, 1.2221], [2.2239, 5.7566, 0.7328], [4.1065, 5.5731, 2.3326], [-2.1702, 5.4198, -2.9129], [2.4525, 2.3810, 0.9168], [-3.2302, 0.5955, 2.2053], [2.5900, 4.7835, 1.0362], [-0.3769, -0.8545, -3.1899], [4.4229, -1.2758, 1.0951], [0.2619, -5.0140, 0.3580], [-1.9844, -1.7706, -0.4226], [-4.0494, 2.6718, -2.2820], [-4.9412, 2.1635, -2.6288], [-3.6401, 3.8538, -2.8838], [-1.7576, 3.9696, -1.3923], [2.6603, -3.3927, -2.7312], [-2.2775, -3.5159, 2.8153], [-2.6196, 0.1342, 3.9171], [1.4937, -3.0345, 3.8879], [-1.4161, -0.5404, -3.0561], [-1.8616, -0.4329, -4.0537], [0.0004, 4.6737, 3.9345], [1.4291, -8.0906, 1.1392], [3.1226, -7.4454, -0.5398], [2.9704, -5.2765, -1.6773], [2.9787, 0.5442, -1.0873], [-3.9712, 2.3155, 2.2832], [5.5807, -0.0214, -3.8985], [1.0480, -0.1242, 4.3544], [1.7586, 0.8723, 0.2081], [0.2832, 5.2959, 4.7757], [4.7176, -1.9374, -2.6071], [-4.5170, -1.5558, 2.0105], [4.5187, -2.3216, 2.5075], [3.0432, -1.5701, -0.8125], [3.4163, -0.7389, -1.3917], [1.9982, 3.6363, 0.5302], [-1.0726, 6.2447, 2.9393], [-4.3011, 2.6970, 1.3137], [3.9425, 1.3102, 2.0439], [-1.2034, -3.9754, -2.4245], [3.4844, 1.6251, -1.8135], [1.1853, 3.7274, -0.1814], [1.1044, -3.3302, -1.2627], [4.4053, 1.4205, -2.8274], [-2.0776, -3.5003, -2.8791], [0.0136, 2.5425, 2.8285], [-1.1223, 4.4167, 1.8215], [-2.4933, 4.5012, -2.4401], [-3.7364, -3.8387, -0.7473], [4.1302, 3.4267, 2.2935], [-3.3224, 3.0597, 2.7513], [-5.5389, -0.1127, 2.0505], [0.3004, 1.4959, 2.8067], [0.9570, 2.9098, 4.7138], [2.3403, -1.1714, 2.5158], [-1.7601, -0.5408, 3.8767], [-1.1595, 1.9403, 0.4487], [0.6309, -2.3537, -0.6959], [-4.6116, -0.5334, 1.6418], [3.5431, 2.2825, 1.7769], [-4.9012, -2.1657, -1.8925], [-2.1716, 2.7875, -0.7755], [-1.8785, -3.3871, -3.9505], [-0.4169, -6.5340, 1.7013], [2.3178, -6.7651, -0.2937], [0.1162, 1.0350, -0.3409], [1.1055, -3.9722, -3.2973], [3.1698, 2.6369, -1.5827], [-0.8555, 4.4766, -1.0720], [-2.9094, -4.2020, -2.7766], [-0.5414, -4.3354, 0.6034], [2.2689, -3.6547, 2.4241], [-4.2443, -1.4256, -2.3563], [4.7893, 2.2670, -3.3827], [4.8477, 0.1371, -3.1165], [4.1797, -1.3414, 2.1551], [2.2301, -5.5398, -0.9317], [-0.7564, 5.2093, 2.9017], [-4.8641, 2.2257, 2.9139], [-4.4759, -1.4039, -3.4272], [-4.3809, -5.4214, 0.9900], [-3.4067, -0.3688, 4.4877], [-3.4512, -5.2533, 3.2826], [-1.9375, -2.5877, 1.8410], [-1.2770, -1.7639, 2.1307], [1.5854, -3.2108, -2.6798], [-3.3150, 2.1391, -1.2331], [-2.4230, -1.8087, -2.1309], [-4.7188, -0.5723, 0.5536], [-1.8450, 0.6211, 1.1147], [2.1077, -0.1619, 4.0771], [-4.2126, 4.2713, -3.7023], [-4.5076, -0.4479, -1.9447], [-2.3138, 1.0240, 4.4745], [-3.6855, -4.6269, 1.2342], [0.3346, -6.2527, 0.9731]]}

***

{"formula": "C3H2ClFN2", "method": "ωB97M-V with the def2-TZVPD basis set", "spin_multiplicity": 3, "lumo_energy_ev": [0.6, -1.9], "orbital_gap_ev": [6.992, 6.916], "elements": ["H", "N", "C", "C", "H", "Cl", "N", "C", "F"], "positions_angstrom": [[1.1441, -1.6273, -0.1466], [0.4842, -0.8538, -0.0578], [-0.9552, 1.5814, 0.4311], [1.0353, 0.4307, 0.0125], [2.1008, 0.5636, 0.0300], [-1.3094, -2.6262, -0.0256], [0.2179, 1.4093, 0.0524], [-0.8233, -0.9903, 0.0111], [-1.8944, 2.1125, -0.3072]]}

***

{"formula": "C4H6Cl2NS2", "method": "ωB97M-V with the def2-TZVPD basis set", "total_charge": 1, "lumo_energy_ev": -5.7, "e_above_lowest_kj_mol": 0.0, "orbital_gap_ev": 8.301, "elements": ["Cl", "H", "Cl", "H", "H", "H", "H", "H", "C", "N", "C", "S", "C", "S", "C"], "positions_angstrom": [[-3.0624, 1.7564, 2.7682], [-0.4158, 1.6862, -1.2479], [-0.2206, 3.3307, 2.9973], [-0.7165, -1.1764, 0.1427], [1.2333, 2.0620, -1.7997], [-0.8637, -2.6347, 1.1504], [0.9805, 0.7680, -0.6054], [0.1573, -1.2862, 1.7014], [-0.7423, -1.5552, 1.1586], [-0.8139, 1.2611, 1.4288], [-0.1804, 2.3897, 1.5618], [0.8547, 2.9659, 0.3447], [-1.8633, 0.7768, 2.0264], [-2.1955, -0.8887, 2.0081], [0.6289, 1.7309, -0.9597]]}

***

Number 1: strongest force on any atom 1.1 eV/A, E -101945.4545 eV. Number 2: strongest force on any atom 5.3 eV/A, E -21357.0595 eV. Number 3: strongest force on any atom 0.4 eV/A, E -52443.2970 eV.